Entry A
Entry from the Open Molecules 2025 dataset: a 2-piece molecular cluster, C3H9N2OS overall (the ωB97M-V functional and the def2-TZVPD basis).

Structure (ORCA input):
```
! RIJCOSX wB97M-V def2-TZVPD def2/J DEFGRID3
* xyz -1 1
C -1.399 -2.319 -0.898
N -1.035 -1.438 -1.865
O -1.547 -2.031 0.294
H -1.438 -3.375 -1.241
H -0.412 -0.597 -1.614
H -1.015 -1.804 -2.816
C 0.510 0.820 1.377
C 1.466 0.709 0.207
S 0.731 1.046 -1.452
N -0.287 2.047 1.488
H 0.993 0.706 2.306
H -0.255 0.037 1.286
H 1.941 -0.311 0.217
H 2.280 1.429 0.352
H -0.729 2.218 0.572
H 0.196 2.863 1.787
*
```

Values from the calculation:
E_HOMO = -0.11299 Ha
Kohn-Sham gap = 6.89 eV

---

Entry B
Entry from the Open Molecules 2025 dataset: a 2-piece molecular cluster, C3H9N2OS overall (the ωB97M-V functional and the def2-TZVPD basis).

Structure (ORCA input):
```
! RIJCOSX wB97M-V def2-TZVPD def2/J DEFGRID3
* xyz -1 1
C 1.072 0.358 2.463
N 0.709 -0.916 2.184
O 0.821 1.347 1.772
H 1.707 0.474 3.360
H 1.096 -1.632 2.808
H 0.237 -1.159 1.251
C -0.574 0.836 -1.149
C -1.362 -0.468 -1.144
S -0.372 -1.836 -0.529
N 0.625 0.758 -2.011
H -0.236 1.100 -0.129
H -1.231 1.645 -1.519
H -1.718 -0.638 -2.175
H -2.249 -0.415 -0.490
H 0.367 0.626 -2.950
H 1.112 -0.080 -1.741
*
```

Values from the calculation:
E_HOMO = -0.10901 Ha
Kohn-Sham gap = 6.73 eV

---

Name the most stable of them. entry B.

---

Entry A
Entry from the Open Molecules 2025 dataset: an isolated ion of composition C6H6N and charge +1 (the ωB97M-V functional and the def2-TZVPD basis).

Structure (ORCA input):
```
! RIJCOSX wB97M-V def2-TZVPD def2/J DEFGRID3
* xyz 1 1
C 1.144 -1.722 -0.255
C 1.504 -0.667 -0.870
C -0.142 0.697 -0.072
C -0.828 1.875 -0.234
C 0.065 -1.776 0.651
C 1.080 0.597 -0.923
N -0.584 -0.438 0.614
H -1.884 1.806 -0.136
H -0.274 2.684 -0.421
H -0.658 -2.458 0.367
H 0.509 -2.070 1.553
H 1.213 1.524 -1.612
H -1.145 -0.051 1.339
*
```

Values from the calculation:
E_HOMO (spin up / spin down) = -0.49730 / -0.51528 Ha
Kohn-Sham gap (spin up / spin down) = 6.57 / 7.23 eV

---

Entry B
Entry from the Open Molecules 2025 dataset: an isolated ion of composition C6H6N and charge +1 (the ωB97M-V functional and the def2-TZVPD basis).

Structure (ORCA input):
```
! RIJCOSX wB97M-V def2-TZVPD def2/J DEFGRID3
* xyz 1 1
C -2.146 0.731 0.347
N -1.071 0.076 0.247
C -0.587 -1.235 -0.049
C 0.340 -0.091 0.133
C 1.586 0.069 1.020
C 2.458 0.015 -0.030
C 1.347 0.548 -0.717
H -3.093 0.210 0.244
H -2.141 1.792 0.561
H -0.793 -1.615 -1.044
H -0.667 -1.979 0.736
H 3.513 0.002 -0.195
H 1.255 1.477 -1.254
*
```

Values from the calculation:
E_HOMO = -0.48590 Ha
SMILES string = C=[N+]1C[C@]12C1=C[C@H]12
Kohn-Sham gap = 7.85 eV

---

Entry C
Entry from the Open Molecules 2025 dataset: C6H6N as an isolated structure (the ωB97M-V functional and the def2-TZVPD basis).

Structure (ORCA input):
```
! RIJCOSX wB97M-V def2-TZVPD def2/J DEFGRID3
* xyz 1 1
C -0.332 1.538 -0.380
C -0.514 0.896 -1.568
C 1.161 -0.730 1.568
C -0.999 0.336 0.301
C -0.042 -1.526 -0.495
C 0.071 -0.763 0.659
N -1.198 -0.173 -1.070
H -0.064 2.483 0.142
H -0.060 0.979 -2.470
H 1.490 0.108 2.227
H 1.988 -1.309 1.205
H -1.809 0.370 1.046
H 0.307 -2.209 -1.165
*
```

Values from the calculation:
E_HOMO (spin up / spin down) = -0.50937 / -0.50937 Ha
Kohn-Sham gap (spin up / spin down) = 6.19 / 6.19 eV

---

Name the most stable of them. entry B.

---

Entry A
Entry from the Open Molecules 2025 dataset: an isolated ion of composition C2H8NO and charge +1 (the ωB97M-V functional and the def2-TZVPD basis).

Structure (ORCA input):
```
! RIJCOSX wB97M-V def2-TZVPD def2/J DEFGRID3
* xyz 1 1
C -1.076 0.225 0.668
C -0.078 -0.090 -0.482
N 1.249 0.371 0.078
O -0.037 -1.412 -0.753
H -0.987 -0.503 1.387
H -1.028 1.314 1.101
H -2.156 -0.036 0.445
H -0.497 0.517 -1.381
H 2.090 0.375 -0.531
H 1.564 -0.306 0.712
H 1.265 1.384 0.292
H -0.310 -1.840 -1.537
*
```

Values from the calculation:
E_HOMO = -0.58970 Ha
SMILES string = C[C@@H]([NH3+])O
Kohn-Sham gap = 12.21 eV

---

Entry B
Entry from the Open Molecules 2025 dataset: a 2-piece molecular cluster, C2H8NO overall (the ωB97M-V functional and the def2-TZVPD basis).

Structure (ORCA input):
```
! RIJCOSX wB97M-V def2-TZVPD def2/J DEFGRID3
* xyz 1 1
N 1.523 1.517 0.998
H 0.931 0.874 0.347
H 2.440 1.823 0.647
H 1.056 2.381 1.262
H 1.670 0.927 1.824
O 0.600 -0.613 -0.071
C -0.247 -1.250 -0.672
C -1.691 -0.954 -0.774
H 0.018 -2.169 -1.218
H -1.828 -0.014 -1.319
H -2.200 -0.758 0.176
H -2.272 -1.765 -1.201
*
```

Values from the calculation:
E_HOMO = -0.54796 Ha
Kohn-Sham gap = 11.28 eV

---

Entry C
Entry from the Open Molecules 2025 dataset: an isolated ion of composition C2H8NO and charge +1 (the ωB97M-V functional and the def2-TZVPD basis).

Structure (ORCA input):
```
! RIJCOSX wB97M-V def2-TZVPD def2/J DEFGRID3
* xyz 1 1
C -0.859 -0.818 0.013
C 0.432 -0.270 -0.368
N 0.524 1.307 0.073
O 1.550 -0.839 0.066
H -1.084 -0.799 1.112
H -1.669 -0.282 -0.489
H -0.729 -1.900 -0.228
H 0.446 -0.242 -1.598
H -0.404 1.828 0.430
H 0.934 1.915 -0.534
H 1.115 1.275 0.859
H 1.305 -1.575 0.556
*
```

Values from the calculation:
E_HOMO = -0.60016 Ha
SMILES string = C[C@@H]([NH3+])O
Kohn-Sham gap = 12.56 eV

---

Name the most stable of them. entry B.

---

Entry A
Entry from the Open Molecules 2025 dataset: a 2-piece molecular cluster, C2H8NO overall (the ωB97M-V functional and the def2-TZVPD basis).

Structure (ORCA input):
```
! RIJCOSX wB97M-V def2-TZVPD def2/J DEFGRID3
* xyz 1 1
C 0.585 -0.895 0.648
C 1.273 1.333 0.361
N 0.371 0.286 -0.031
H 0.773 -0.839 1.735
H 1.451 -1.466 0.206
H -0.240 -1.608 0.537
H 1.107 2.201 -0.268
H 2.319 1.047 0.122
H 1.162 1.540 1.434
H -1.292 -0.004 -0.743
H -2.454 -0.360 -1.672
O -1.999 -0.641 -0.866
*
```

Values from the calculation:
E_HOMO = -0.56550 Ha
Kohn-Sham gap = 5.91 eV

---

Entry B
Entry from the Open Molecules 2025 dataset: a 2-piece molecular cluster, C2H8NO overall (the ωB97M-V functional and the def2-TZVPD basis).

Structure (ORCA input):
```
! RIJCOSX wB97M-V def2-TZVPD def2/J DEFGRID3
* xyz 1 1
O -1.520 -1.025 -1.349
H -0.641 0.244 -0.339
H -2.200 -0.619 -1.908
H -1.597 -1.938 -1.667
C 0.457 -0.256 1.425
C 1.041 1.318 -0.338
N 0.253 0.434 0.138
H -0.087 0.353 2.150
H 1.503 -0.414 1.636
H -0.138 -1.166 1.406
H 1.090 1.351 -1.424
H 1.839 1.718 0.270
*
```

Values from the calculation:
E_HOMO = -0.60322 Ha
Kohn-Sham gap = 11.16 eV

---

Entry C
Entry from the Open Molecules 2025 dataset: a 2-piece molecular cluster, C2H8NO overall (the ωB97M-V functional and the def2-TZVPD basis).

Structure (ORCA input):
```
! RIJCOSX wB97M-V def2-TZVPD def2/J DEFGRID3
* xyz 1 1
C -1.563 0.023 0.153
C -1.419 -1.210 0.594
N -0.414 0.911 -0.061
H -2.530 0.457 -0.090
H -2.311 -1.820 0.699
H -0.450 -1.594 0.880
H -0.518 1.767 0.486
H 0.503 0.487 0.137
H -0.310 1.192 -1.047
H 3.126 -0.368 0.159
H 3.178 0.402 -1.096
O 2.525 0.040 -0.482
*
```

Values from the calculation:
E_HOMO = -0.57363 Ha
Kohn-Sham gap = 12.09 eV

---

Name the most stable of them. entry C.